A molecular structure, C52H66N6O5PS4ScSeTe at a distorted geometry, computed with ωB97M-V with the def2-TZVPD basis set.

Last column: Löwdin charge in e.
Cartesian coordinates (Å):
Sc (-0.386, -1.172, -0.897)  0.5216
C (-0.977, 0.680, -5.360)  -0.0461
C (-1.157, -0.196, -4.296)  -0.1119
N (-1.275, 0.204, -3.031)  0.0827
C (-1.309, 1.527, -2.789)  -0.1517
C (-1.209, 2.501, -3.812)  -0.1430
C (-0.981, 2.040, -5.122)  0.0014
C (-1.388, 3.870, -3.500)  -0.0216
C (-1.737, 4.257, -2.241)  -0.0065
C (-1.844, 3.309, -1.195)  -0.1399
C (-2.276, 3.654, 0.099)  0.0110
C (-2.319, 2.684, 1.060)  -0.0401
C (-1.846, 1.398, 0.758)  -0.1738
N (-1.483, 1.016, -0.454)  0.0771
C (-1.533, 1.948, -1.436)  -0.1479
H (-0.856, 0.304, -6.365)  0.1112
H (-1.220, -1.266, -4.448)  0.1185
H (-0.846, 2.754, -5.920)  0.1191
H (-1.295, 4.594, -4.296)  0.1139
H (-1.937, 5.294, -2.016)  0.1188
H (-2.568, 4.675, 0.300)  0.1235
H (-2.685, 2.883, 2.053)  0.1129
H (-1.801, 0.665, 1.552)  0.0316
S (-2.471, -0.718, 3.630)  0.4433
C (-1.211, -1.304, 2.693)  -1.7728
S (-1.645, -1.991, 1.154)  0.4937
S (0.387, -1.282, 3.166)  0.5732
C (4.893, -2.261, -2.571)  -0.0526
C (4.361, -2.336, -1.150)  -0.3190
O (3.325, -1.390, -0.962)  -0.2764
P (2.150, -1.799, 0.083)  0.2030
O (1.227, -0.613, 0.144)  -0.4759
Te (1.062, -3.799, -0.635)  0.6984
O (3.063, -1.918, 1.386)  -0.2697
C (3.025, -2.912, 2.394)  -0.3516
C (4.377, -3.606, 2.455)  -0.0687
H (5.705, -2.976, -2.684)  0.0805
H (5.258, -1.260, -2.788)  0.0722
H (4.106, -2.509, -3.277)  0.0570
H (5.162, -2.140, -0.429)  0.1213
H (3.962, -3.346, -0.965)  0.0594
H (2.226, -3.634, 2.187)  0.0689
H (2.809, -2.406, 3.336)  0.0731
H (4.546, -4.197, 1.556)  0.0678
H (4.418, -4.260, 3.320)  0.0743
H (5.163, -2.857, 2.541)  0.0767
C (2.185, 1.460, -2.053)  -0.0372
N (2.286, 0.732, -3.300)  -0.0458
C (3.215, 1.237, -4.288)  -0.1383
C (2.753, 0.800, -5.670)  -0.1373
C (2.711, -0.719, -5.681)  -0.1556
N (1.985, -1.216, -4.534)  -0.0725
C (1.503, -2.572, -4.655)  -0.0326
C (1.748, -0.503, -3.406)  -0.4498
O (1.022, -0.988, -2.513)  -0.1506
H (2.220, 2.530, -2.252)  0.0958
H (2.983, 1.181, -1.360)  0.0927
H (1.241, 1.231, -1.558)  0.0450
H (4.231, 0.867, -4.092)  0.1291
H (3.232, 2.326, -4.212)  0.1254
H (3.432, 1.162, -6.442)  0.1199
H (1.757, 1.207, -5.857)  0.0997
H (3.733, -1.122, -5.676)  0.1288
H (2.210, -1.083, -6.585)  0.1262
H (0.721, -2.635, -5.416)  0.0899
H (1.100, -2.905, -3.697)  0.0493
H (2.327, -3.226, -4.946)  0.0965
C (1.804, 6.605, 0.594)  -0.1034
C (2.888, 6.784, 1.649)  -0.2535
C (4.085, 5.855, 1.450)  -0.1898
C (3.783, 4.368, 1.655)  -0.1689
N (3.011, 4.036, 2.828)  -0.0228
C (1.985, 3.131, 2.806)  -0.6408
Se (1.230, 2.429, 1.315)  0.8389
N (1.594, 2.882, 4.075)  -0.0146
C (0.615, 1.902, 4.474)  -0.1639
C (-0.824, 2.374, 4.299)  -0.2062
C (-1.290, 3.483, 5.245)  -0.2374
C (-0.941, 4.891, 4.770)  -0.0978
C (2.341, 3.653, 4.927)  -0.1587
C (2.277, 3.808, 6.302)  -0.0081
C (3.154, 4.705, 6.882)  -0.0887
C (4.077, 5.407, 6.115)  -0.0925
C (4.152, 5.252, 4.741)  -0.0089
C (3.260, 4.376, 4.141)  -0.1420
H (1.006, 7.326, 0.760)  0.0688
H (1.374, 5.607, 0.636)  0.0415
H (2.210, 6.770, -0.403)  0.0720
H (2.457, 6.625, 2.639)  0.1001
H (3.247, 7.816, 1.613)  0.1064
H (4.893, 6.164, 2.115)  0.0869
H (4.461, 5.957, 0.430)  0.1129
H (4.729, 3.813, 1.691)  0.1341
H (3.207, 3.988, 0.807)  0.0453
H (0.812, 1.632, 5.513)  0.1305
H (0.754, 1.008, 3.856)  0.0119
H (-1.456, 1.494, 4.438)  0.0336
H (-0.940, 2.698, 3.264)  0.0532
H (-0.872, 3.321, 6.240)  0.0974
H (-2.376, 3.410, 5.332)  0.1032
H (0.124, 5.094, 4.849)  0.0542
H (-1.467, 5.632, 5.370)  0.0679
H (-1.235, 5.014, 3.730)  0.0658
H (1.558, 3.266, 6.894)  0.1075
H (3.121, 4.864, 7.948)  0.1013
H (4.754, 6.095, 6.601)  0.0999
H (4.879, 5.807, 4.170)  0.0982
O (-1.920, -2.273, -1.809)  -0.6767
S (-3.292, -2.763, -2.173)  1.0391
C (-4.003, -3.458, -0.626)  -0.2682
C (-3.333, -4.767, -0.339)  -0.2924
C (-2.810, -5.024, 0.921)  -0.0603
C (-2.135, -6.206, 1.168)  -0.0662
C (-1.980, -7.143, 0.163)  -0.0899
C (-2.536, -6.912, -1.084)  -0.0864
C (-3.211, -5.731, -1.333)  -0.0723
C (-4.328, -1.205, -2.351)  -0.2220
C (-5.241, -0.889, -1.220)  -0.3010
C (-6.617, -1.075, -1.308)  -0.0549
C (-7.429, -0.780, -0.226)  -0.0850
C (-6.880, -0.317, 0.957)  -0.0744
C (-5.510, -0.133, 1.055)  -0.0511
C (-4.702, -0.408, -0.030)  -0.0562
H (-5.074, -3.564, -0.798)  0.1145
H (-3.819, -2.748, 0.181)  0.0338
H (-2.915, -4.288, 1.702)  0.0866
H (-1.722, -6.390, 2.147)  0.1093
H (-1.426, -8.050, 0.347)  0.1003
H (-2.432, -7.644, -1.869)  0.0996
H (-3.635, -5.548, -2.311)  0.0970
H (-4.869, -1.336, -3.288)  0.0903
H (-3.561, -0.438, -2.475)  0.0752
H (-7.062, -1.446, -2.222)  0.1095
H (-8.496, -0.917, -0.307)  0.1006
H (-7.518, -0.100, 1.799)  0.1028
H (-5.066, 0.207, 1.975)  0.0842
H (-3.632, -0.271, 0.042)  0.0648

Properties
Kohn-Sham gap = 4.73 eV
Total charge = 0
Energy relative to the best compared isomer or geometry (same formula, charge and spin) = 259.1 kJ/mol
HOMO = -5.41 eV
Molecular weight = 1265.9 u
F_max = 2.17 eV Å⁻¹